Entry from the OMol25 dataset: a structure of composition C12H9N3S4SbTi (ωB97M-V with the def2-TZVPD basis set).

CARTESIAN COORDINATES (ANGSTROEM)
Ti 2.369 -1.172 0.313
S 4.985 -3.785 2.634
Sb 5.100 -1.669 2.062
S 4.331 -1.763 -0.446
S 2.582 -0.843 2.446
N -1.257 0.454 -0.611
C -2.344 -0.480 -0.522
C -3.630 -0.001 -0.414
C -4.690 -0.893 -0.303
C -4.446 -2.255 -0.279
C -3.144 -2.733 -0.373
C -2.097 -1.842 -0.510
S -0.481 -2.486 -0.757
N 0.472 -1.084 -0.443
C 0.013 0.133 -0.443
C 1.025 1.231 -0.247
C 0.707 2.552 -0.085
C 1.744 3.476 0.042
C 3.047 3.039 0.001
C 3.290 1.679 -0.120
N 2.297 0.802 -0.230
H -1.507 1.429 -0.603
H -3.814 1.069 -0.420
H -5.701 -0.516 -0.228
H -5.265 -2.955 -0.186
H -2.950 -3.799 -0.353
H -0.318 2.896 -0.056
H 1.520 4.528 0.167
H 3.877 3.726 0.083
H 4.284 1.264 -0.122

Calculated values
Orbital gap in eV: 5.803
Net charge: +1
Lowest unoccupied orbital energy in eV: -4.94

The natural (NBO) scheme yields these atomic charges, measured in e: 0.99, -0.67, 0.99, -0.41, -0.42, -0.55, 0.19, -0.23, -0.18, -0.18, -0.18, -0.26, 0.54, -0.78, 0.49, 0.16, -0.20, -0.10, -0.21, 0.12, -0.48, 0.42, 0.22, 0.24, 0.24, 0.24, 0.23, 0.25, 0.26, 0.25

Entry from the OMol25 dataset: the molecule C19H21ClN2O3 (ωB97M-V with the def2-TZVPD basis set).

CARTESIAN COORDINATES (ANGSTROEM)
C 1.923 2.401 -0.209
N 2.246 1.124 0.424
C 3.680 0.874 0.570
C 4.027 0.325 1.928
O 3.617 1.256 2.967
C 1.367 -0.054 0.115
C -0.195 -0.011 0.200
O -0.720 0.708 0.992
N -1.048 -0.918 -0.501
C -0.474 -1.516 -1.684
C -2.382 -1.145 -0.080
C -2.638 -1.792 1.142
C -3.926 -2.282 1.587
C -5.061 -2.117 0.747
Cl -6.725 -2.668 1.357
C -4.830 -1.458 -0.435
C -3.559 -1.007 -0.915
C -3.566 -0.170 -2.174
O -4.150 -0.639 -3.127
C -2.849 1.216 -2.429
C -2.627 1.830 -3.668
C -2.065 3.070 -3.835
C -1.545 3.770 -2.805
C -1.601 3.127 -1.555
C -2.355 1.955 -1.332
H 2.391 2.466 -1.187
H 2.208 3.223 0.459
H 0.760 2.444 -0.382
H 4.234 1.769 0.291
H 3.943 0.151 -0.151
H 5.078 0.114 2.126
H 3.448 -0.524 2.119
H 2.751 1.605 2.735
H 1.896 -0.859 0.548
H 1.547 -0.267 -0.905
H 0.218 -2.323 -1.425
H -1.271 -1.915 -2.315
H 0.172 -0.780 -2.180
H -1.895 -1.885 1.836
H -3.970 -2.659 2.618
H -5.767 -1.228 -1.017
H -2.888 1.255 -4.596
H -1.957 3.341 -4.896
H -1.101 4.674 -2.901
H -1.116 3.745 -0.757
H -2.504 1.543 -0.305

Calculated values
Orbital gap in eV: 8.343
Structure (SMILES): CN(CCO)CC(=O)N(C)c1ccc(Cl)cc1C(=O)c1ccccc1
Net charge: 0
Lowest unoccupied orbital energy in eV: -0.31

The natural (NBO) scheme yields these atomic charges, measured in e: -0.41, -0.46, -0.24, -0.07, -0.74, -0.31, 0.71, -0.58, -0.49, -0.40, 0.20, -0.20, -0.20, -0.01, -0.03, -0.14, -0.15, 0.55, -0.52, -0.17, -0.16, -0.23, -0.19, -0.24, -0.13, 0.17, 0.21, 0.21, 0.21, 0.17, 0.19, 0.16, 0.48, 0.23, 0.17, 0.19, 0.23, 0.20, 0.22, 0.24, 0.24, 0.23, 0.22, 0.21, 0.22, 0.23

Entry from the OMol25 dataset: a structure of composition C2H6MgO3 (ωB97M-V with the def2-TZVPD basis set).

CARTESIAN COORDINATES (ANGSTROEM)
O -0.122 -0.801 -2.021
C 0.003 0.375 -1.318
H -0.177 1.316 -1.887
H 1.110 0.517 -1.254
Mg -1.845 -1.481 -1.393
O -1.714 0.283 -0.527
H -1.052 0.735 0.773
C 0.780 -0.223 1.560
O 0.274 0.868 0.834
H 0.823 -0.015 2.644
H 0.141 -1.115 1.417
H 1.780 -0.459 1.172

Calculated values
Multiplicity: 2
Orbital gap (spin up / spin down) in eV: 5.480 / 7.272
<S²>: 0.751
Net charge: -1
Lowest unoccupied orbital energy (spin up / spin down) in eV: 3.57 / 3.37

The natural (NBO) scheme yields these atomic charges, measured in e: -1.04, 0.26, 0.10, 0.13, 0.92, -1.28, 0.54, -0.24, -0.82, 0.13, 0.14, 0.15

Entry from the OMol25 dataset: the molecule C4H10N2O (ωB97M-V with the def2-TZVPD basis set).

CARTESIAN COORDINATES (ANGSTROEM)
C 1.386 -1.839 0.124
C 1.556 -0.307 -0.117
N 0.523 0.191 -1.042
C -0.617 0.827 -0.725
O -1.356 1.210 -1.635
C -1.065 0.904 0.733
N -2.378 1.442 0.888
H 2.268 -2.383 -0.253
H 1.237 -2.147 1.150
H 0.648 -2.300 -0.531
H 2.447 -0.294 -0.745
H 1.548 0.275 0.793
H 0.721 0.008 -1.995
H -0.979 -0.107 1.139
H -0.332 1.438 1.356
H -3.074 0.805 0.519
H -2.534 2.278 0.341

Calculated values
Orbital gap in eV: 10.209
Structure (SMILES): CCNC(=O)CN
Net charge: 0
Lowest unoccupied orbital energy in eV: 0.83

The natural (NBO) scheme yields these atomic charges, measured in e: -0.64, -0.23, -0.60, 0.65, -0.64, -0.32, -0.82, 0.21, 0.22, 0.22, 0.21, 0.21, 0.40, 0.21, 0.20, 0.36, 0.37

Entry from the OMol25 dataset: a cluster of 2 separate species, C4HBr2FS in total (ωB97M-V with the def2-TZVPD basis set).

CARTESIAN COORDINATES (ANGSTROEM)
Br -2.683 1.259 -0.129
C -1.864 -0.301 -0.567
C -1.086 -1.009 -1.170
S -0.337 -2.327 -1.854
Br 1.455 -2.404 -0.543
C 1.426 1.409 0.481
C 0.793 1.199 1.457
F 0.358 1.216 2.646
H 1.938 0.957 -0.320

Calculated values
Orbital gap in eV: 7.937
Structure (SMILES): BrC#CSBr.C#CF
Net charge: 0
Lowest unoccupied orbital energy in eV: -1.07

The natural (NBO) scheme yields these atomic charges, measured in e: 0.20, -0.13, -0.32, 0.31, -0.07, -0.41, 0.42, -0.26, 0.24

Entry from the OMol25 dataset: a structure of composition C2H3O2Sn (ωB97M-V with the def2-TZVPD basis set).

CARTESIAN COORDINATES (ANGSTROEM)
Sn -1.708 -1.529 -0.619
C -0.239 0.656 0.226
C 0.789 -0.341 -0.105
O 1.941 0.040 0.094
O 0.574 -1.499 -0.505
H 0.021 1.560 -0.324
H -0.184 0.902 1.286
H -1.194 0.212 -0.053

Calculated values
Orbital gap in eV: 6.390
Net charge: +1
Lowest unoccupied orbital energy in eV: -7.70

The natural (NBO) scheme yields these atomic charges, measured in e: 1.60, -0.64, 0.70, -0.52, -0.76, 0.31, 0.30, 0.00

Entry from the OMol25 dataset: the molecule C26H29N3O4S (ωB97M-V with the def2-TZVPD basis set).

CARTESIAN COORDINATES (ANGSTROEM)
C 0.184 -3.815 -1.211
C 0.280 -2.344 -1.479
O -0.674 -1.686 -1.836
C 1.610 -1.700 -1.276
C 1.835 -0.460 -1.878
C 3.034 0.202 -1.697
C 4.001 -0.369 -0.892
S 5.561 0.492 -0.638
O 6.064 0.866 -1.925
O 6.377 -0.282 0.246
N 5.212 1.924 0.143
C 4.813 1.847 1.534
C 3.460 1.205 1.694
C 2.348 1.773 1.082
C 1.134 1.114 1.065
C 1.011 -0.130 1.677
C -0.215 -0.964 1.506
O -0.147 -2.177 1.385
N -1.375 -0.288 1.457
C -2.604 -0.892 0.987
C -3.651 0.205 0.702
C -3.092 1.347 -0.126
C -3.633 2.615 0.051
C -3.168 3.695 -0.677
C -2.145 3.523 -1.594
C -1.606 2.263 -1.785
C -2.076 1.179 -1.061
N -4.884 -0.270 0.089
C -4.730 -0.863 -1.222
C -5.685 -1.104 0.957
C 2.108 -0.675 2.336
C 3.319 -0.011 2.349
C 3.802 -1.598 -0.296
C 2.608 -2.270 -0.491
H -0.728 -4.209 -1.653
H 1.050 -4.349 -1.589
H 0.126 -3.937 -0.129
H 1.052 -0.035 -2.489
H 3.231 1.147 -2.178
H 4.650 2.531 -0.432
H 4.826 2.859 1.949
H 5.580 1.247 2.026
H 2.439 2.731 0.588
H 0.302 1.550 0.531
H -1.374 0.713 1.574
H -2.987 -1.581 1.748
H -2.382 -1.474 0.088
H -3.949 0.629 1.672
H -4.433 2.752 0.765
H -3.602 4.673 -0.526
H -1.776 4.365 -2.161
H -0.815 2.118 -2.506
H -1.645 0.207 -1.239
H -4.115 -0.218 -1.844
H -5.718 -0.942 -1.677
H -4.282 -1.866 -1.197
H -5.804 -0.618 1.924
H -6.671 -1.220 0.507
H -5.261 -2.107 1.115
H 2.000 -1.639 2.809
H 4.174 -0.452 2.840
H 4.592 -2.007 0.314
H 2.444 -3.218 -0.005

Calculated values
Orbital gap in eV: 8.360
Structure (SMILES): CC(=O)c1ccc(S(=O)(=O)NCc2ccc(C(=O)NC[C@@H](c3ccccc3)N(C)C)cc2)cc1
Net charge: 0
Lowest unoccupied orbital energy in eV: -0.23

The natural (NBO) scheme yields these atomic charges, measured in e: -0.73, 0.59, -0.58, -0.07, -0.18, -0.20, -0.31, 2.31, -0.93, -0.94, -0.84, -0.26, -0.02, -0.23, -0.14, -0.16, 0.67, -0.65, -0.60, -0.25, -0.06, -0.05, -0.19, -0.21, -0.21, -0.23, -0.18, -0.44, -0.42, -0.41, -0.15, -0.22, -0.19, -0.19, 0.24, 0.22, 0.27, 0.23, 0.23, 0.40, 0.22, 0.24, 0.21, 0.22, 0.41, 0.21, 0.22, 0.20, 0.21, 0.21, 0.21, 0.21, 0.24, 0.21, 0.20, 0.17, 0.20, 0.20, 0.16, 0.23, 0.22, 0.25, 0.23

Entry from the OMol25 dataset: the molecule C6H9N (ωB97M-V with the def2-TZVPD basis set).

CARTESIAN COORDINATES (ANGSTROEM)
C -1.430 1.477 0.839
N -0.403 0.479 1.089
C 2.060 -1.220 -0.496
C 0.890 -1.500 0.402
C -0.278 -0.553 0.061
C 0.193 -0.015 -1.271
C 1.477 -0.352 -1.521
H -1.363 1.982 -0.140
H -2.418 1.009 0.909
H -1.370 2.245 1.617
H 0.500 0.936 1.187
H 1.147 -1.493 1.467
H 0.638 -2.549 0.172
H -1.251 -1.057 -0.022
H -0.430 0.610 -1.910
H 2.038 0.001 -2.384

Calculated values
Orbital gap in eV: 7.711
Net charge: 0
Lowest unoccupied orbital energy in eV: -0.52

The natural (NBO) scheme yields these atomic charges, measured in e: -0.41, -0.60, 0.09, -0.58, -0.13, -0.04, -0.39, 0.16, 0.19, 0.21, 0.35, 0.25, 0.27, 0.21, 0.21, 0.22

Entry from the OMol25 dataset: a structure of composition ClMnNaO8S2 (ωB97M-V with the def2-TZVPD basis set).

CARTESIAN COORDINATES (ANGSTROEM)
Na -4.197 19.015 -16.057
Mn -2.374 22.429 -16.853
S 0.209 21.111 -15.551
O 0.218 19.678 -15.505
O 1.604 21.550 -15.756
O -0.659 21.673 -16.605
O -0.251 21.450 -14.218
S -5.691 21.776 -16.792
O -4.341 22.285 -16.853
O -6.633 22.754 -16.190
O -6.199 21.652 -18.162
O -5.923 20.539 -16.122
Cl -2.679 20.245 -18.278

Calculated values
Multiplicity: 6
Orbital gap (spin up / spin down) in eV: 4.968 / 4.961
<S²>: 8.758
Net charge: -2
Lowest unoccupied orbital energy (spin up / spin down) in eV: 3.53 / 3.53

The natural (NBO) scheme yields these atomic charges, measured in e: 0.96, 1.60, 2.61, -1.09, -1.09, -1.15, -1.11, 2.63, -1.16, -1.10, -1.09, -1.14, -0.87

Entry from the OMol25 dataset: the molecule C15H18N2O5S (ωB97M-V with the def2-TZVPD basis set).

CARTESIAN COORDINATES (ANGSTROEM)
C -6.915 -1.023 0.621
O -6.092 -0.718 -0.483
C -4.762 -0.578 -0.291
C -4.116 -0.702 0.939
C -2.743 -0.536 1.013
C -2.020 -0.248 -0.126
S -0.255 -0.025 -0.041
O 0.380 -0.823 -1.057
O 0.185 -0.219 1.313
N -0.126 1.583 -0.526
C -0.518 2.496 0.526
C 1.115 1.915 -1.207
C 2.309 1.811 -0.250
O 2.762 2.774 0.335
N 2.767 0.555 -0.109
C 3.740 0.197 0.909
C 4.757 -0.744 0.359
C 4.720 -2.096 0.175
C 5.951 -2.447 -0.431
C 6.640 -1.283 -0.572
O 5.925 -0.249 -0.101
C -2.647 -0.124 -1.355
C -4.011 -0.287 -1.438
H -6.878 -0.235 1.379
H -6.639 -1.980 1.073
H -7.926 -1.091 0.222
H -4.668 -0.928 1.837
H -2.219 -0.630 1.951
H -0.661 3.487 0.098
H -1.460 2.139 0.939
H 0.226 2.551 1.325
H 1.037 2.939 -1.580
H 1.222 1.218 -2.038
H 2.260 -0.205 -0.543
H 3.222 -0.266 1.756
H 4.218 1.127 1.230
H 3.919 -2.754 0.441
H 6.273 -3.427 -0.717
H 7.610 -1.067 -0.974
H -2.051 0.093 -2.226
H -4.532 -0.199 -2.378

Calculated values
Orbital gap in eV: 9.027
Structure (SMILES): COc1ccc(S(=O)(=O)N(C)CC(=O)NCc2ccco2)cc1
Net charge: 0
Lowest unoccupied orbital energy in eV: 0.55

The natural (NBO) scheme yields these atomic charges, measured in e: -0.26, -0.48, 0.32, -0.27, -0.16, -0.38, 2.31, -0.96, -0.94, -0.66, -0.43, -0.32, 0.65, -0.63, -0.61, -0.28, 0.26, -0.31, -0.32, 0.09, -0.39, -0.14, -0.26, 0.18, 0.18, 0.21, 0.22, 0.24, 0.21, 0.21, 0.21, 0.23, 0.23, 0.42, 0.22, 0.25, 0.23, 0.23, 0.20, 0.24, 0.23

Entry from the OMol25 dataset: the molecule C2HNS2 (ωB97M-V with the def2-TZVPD basis set).

CARTESIAN COORDINATES (ANGSTROEM)
N 2.017 1.254 0.265
C 1.050 0.660 0.593
C -0.310 0.059 0.274
S -1.624 0.499 1.074
S 0.023 -0.899 -1.060
H -1.155 -1.573 -1.145

Calculated values
Orbital gap in eV: 8.347
Structure (SMILES): N#CC(=S)S
Net charge: 0
Lowest unoccupied orbital energy in eV: -1.39

The natural (NBO) scheme yields these atomic charges, measured in e: -0.24, 0.20, -0.46, 0.14, 0.22, 0.14

Entry from the OMol25 dataset: the molecule C5H12S2 (ωB97M-V with the def2-TZVPD basis set).

CARTESIAN COORDINATES (ANGSTROEM)
C -1.378 0.451 -1.177
C -0.557 1.635 -1.095
C 0.980 1.615 -1.401
S 2.213 0.997 -0.155
S 0.999 0.569 1.582
C 0.963 -1.262 1.187
C -0.192 -2.044 1.986
H -0.893 -0.476 -0.765
H -2.310 0.569 -0.637
H -1.706 0.219 -2.159
H -1.094 2.436 -1.715
H -0.542 2.161 -0.047
H 1.249 2.677 -1.610
H 1.085 0.795 -2.154
H 1.916 -1.812 1.417
H 0.968 -1.541 0.141
H 0.175 -2.859 2.696
H -1.055 -1.511 2.643
H -0.820 -2.619 1.262

Calculated values
Orbital gap in eV: 9.303
Structure (SMILES): CCCSSCC
Net charge: 0
Lowest unoccupied orbital energy in eV: 0.54

The natural (NBO) scheme yields these atomic charges, measured in e: -0.63, -0.41, -0.53, 0.06, 0.09, -0.54, -0.66, 0.20, 0.22, 0.21, 0.21, 0.21, 0.23, 0.22, 0.22, 0.22, 0.22, 0.23, 0.22